Molecular formula: CHO3S3
Method: DFT, the ωB97M-V functional and the def2-TZVPD basis

```
8
Properties=species:S:1:pos:R:3:mulliken_charge:R:1
O -2.737 0.226 0.926 -0.53
O -2.298 1.070 -1.317 -0.52
S 0.860 -1.551 0.014 0.22
H 2.363 0.328 0.246 0.29
O 2.209 -2.199 -0.172 -0.61
C 1.237 0.330 0.104 -0.20
S 0.173 1.580 0.426 -0.26
S -1.807 0.217 -0.227 0.62
```

Properties
**Energy above the lowest of the compared OMol25 structures with the same formula, charge and spin**: 39.47 kcal/mol
**Total charge**: -1
**HOMO (spin up / spin down)**: -3.815 / -3.549 eV

***

Molecular formula: CHO3Sr
Method: DFT, the ωB97M-V functional and the def2-TZVPD basis

```
6
Properties=species:S:1:pos:R:3:mulliken_charge:R:1
O 0.328 -0.592 0.825 -0.86
Sr 1.694 0.916 -0.298 1.77
H -1.628 -1.739 -0.258 0.37
C -0.698 -0.206 0.183 1.02
O -0.478 0.391 -0.925 -0.86
O -1.819 -0.881 0.232 -0.44
```

Properties
**Energy above the lowest of the compared OMol25 structures with the same formula, charge and spin**: 0.00 kcal/mol
**Total charge**: +1
**HOMO**: -14.439 eV